# 1
# C15H19AlF2NO

A molecular structure, C15H19AlF2NO in a non-equilibrium geometry (wB97M-V/def2-TZVPD, the OMol25 dataset).

Positions of all 39 atoms, in Å:
1 N 1.31442 -2.38627 -1.37904
2 C 2.42783 -3.40368 -1.35181
3 Al 3.54349 -3.16733 -3.03657
4 C 4.74910 -4.80943 -3.45335
5 C 4.64336 -5.02824 -4.89016
6 O 3.87275 -5.82936 -5.35826
7 H 1.58695 -1.69386 -2.07253
8 H 0.50511 -2.82046 -1.80620
9 H 1.98255 -4.39688 -1.28224
10 H 3.02561 -3.28119 -0.44479
11 H 2.50785 -2.89672 -4.25592
12 H 4.44051 -1.81530 -2.92149
13 H 4.41135 -5.68949 -2.91785
14 H 5.77611 -4.58463 -3.15814
15 H 5.26610 -4.39534 -5.55274
16 F -1.49565 -1.50959 0.45166
17 C -0.86915 -0.59743 1.21644
18 C 0.48419 -0.37576 1.04062
19 C 1.11079 0.57329 1.83609
20 C 0.38986 1.27706 2.79546
21 C -0.96601 1.03650 2.95763
22 C -1.60453 0.09526 2.15978
23 H 1.03319 -0.94221 0.28910
24 H 2.16795 0.76402 1.70656
25 H 0.88647 2.01324 3.41517
26 H -1.52765 1.58058 3.70558
27 H -2.66457 -0.10164 2.26460
28 F -2.00293 4.26225 3.56109
29 C -2.96055 4.31206 2.61308
30 C -3.87865 5.34324 2.64374
31 C -4.86146 5.39775 1.66601
32 C -4.91912 4.42084 0.68143
33 C -3.98917 3.38957 0.67090
34 C -2.99774 3.33354 1.63949
35 H -3.82063 6.09085 3.42415
36 H -5.58316 6.20389 1.67319
37 H -5.68915 4.46397 -0.07786
38 H -4.03462 2.62516 -0.09340
39 H -2.26080 2.54174 1.64059

Cartesian forces, eV/Å:
0.41 -0.01 -0.03
0.13 0.03 -0.47
-0.08 0.00 0.12
0.58 0.37 -0.16
0.11 0.10 1.18
-0.57 -0.73 -1.16
-0.15 0.16 0.03
-0.06 -0.05 0.07
-0.04 -0.12 0.02
-0.10 0.11 0.19
-0.08 -0.12 -0.04
0.14 0.02 0.13
-0.28 -0.12 0.10
0.02 0.27 0.03
0.06 0.11 -0.07
-0.07 -0.01 0.00
0.19 0.25 0.19
0.30 -0.08 -0.20
-0.28 0.03 0.12
0.10 0.07 0.04
0.18 -0.18 0.04
-0.20 -0.10 0.05
-0.21 -0.11 -0.01
0.01 -0.03 -0.02
-0.02 0.00 0.00
-0.01 0.00 0.00
0.01 -0.03 -0.01
0.02 0.01 0.04
-0.24 0.01 -0.25
0.01 0.17 0.18
0.05 -0.13 -0.06
-0.07 0.00 -0.05
-0.08 0.16 0.08
0.16 -0.14 -0.05
0.03 -0.01 0.00
0.00 0.01 0.03
0.01 0.00 0.00
0.04 -0.01 0.00
-0.05 0.12 -0.03

The spin multiplicity is 1. The orbital gap is 6.76 eV. As for the lowest unoccupied orbital energy: 2.33 eV. The net charge is -1.

Calculated atomic charges, method Löwdin, unit e: number 1, N, carries -0.1101; number 2, C, carries -0.3855; number 3, Al, carries 0.2738; number 4, C, carries -0.2547; number 5, C, carries -0.4711; number 6, O, carries -0.0443; number 7, H, carries 0.0085; number 8, H, carries 0.0484; number 9, H, carries 0.0258; number 10, H, carries 0.0146; number 11, H, carries -0.0893; number 12, H, carries -0.1192; number 13, H, carries 0.0505; number 14, H, carries 0.0382; number 15, H, carries 0.1024; number 16, F, carries 0.0580; number 17, C, carries -0.2795; number 18, C, carries -0.0024; number 19, C, carries -0.0748; number 20, C, carries -0.1014; number 21, C, carries -0.1317; number 22, C, carries -0.0414; number 23, H, carries 0.0852; number 24, H, carries 0.1039; number 25, H, carries 0.0975; number 26, H, carries 0.0978; number 27, H, carries 0.1160; number 28, F, carries 0.0533; number 29, C, carries -0.2791; number 30, C, carries -0.0249; number 31, C, carries -0.0931; number 32, C, carries -0.1017; number 33, C, carries -0.0711; number 34, C, carries -0.0064; number 35, H, carries 0.1136; number 36, H, carries 0.1003; number 37, H, carries 0.0980; number 38, H, carries 0.1083; number 39, H, carries 0.0873

# 2
# C15H19BO6

2 unconnected molecules or ions with the total composition C15H19BO6 in a non-equilibrium geometry (wB97M-V/def2-TZVPD, the OMol25 dataset).

Positions of all 41 atoms, in Å:
1 C 1.70099 1.36580 1.43595
2 C 2.89200 0.76644 1.58831
3 C 3.12482 -0.71630 1.65231
4 C 2.75198 -1.52902 0.35578
5 B 1.67327 -2.61937 0.77133
6 O 1.85491 -3.95504 0.46318
7 O 0.57408 -2.17757 1.45368
8 C -0.69438 -2.42939 0.83254
9 C -1.15956 -1.25513 -0.03164
10 C 2.24269 -0.74328 -0.89163
11 C 3.31755 -1.02430 -1.99709
12 C 4.51394 -1.37751 -1.15070
13 O 5.69258 -1.14766 -1.34917
14 O 4.03439 -2.05776 -0.09087
15 H 1.63677 2.20089 0.74997
16 H 0.79548 1.04777 1.93382
17 H 3.75583 1.40916 1.71376
18 H 2.62331 -1.15783 2.51388
19 H 4.18214 -0.88009 1.81498
20 H 1.69950 -4.13435 -0.46481
21 H -0.68546 -3.37502 0.29760
22 H -1.40383 -2.55548 1.64410
23 H -2.14975 -0.91747 0.22777
24 H -1.11614 -1.51037 -1.08520
25 H -0.43224 -0.46176 0.09919
26 H 2.17493 0.32852 -0.82504
27 H 1.36140 -1.25446 -1.25996
28 H 2.95972 -1.88400 -2.55184
29 H 3.40421 -0.18264 -2.66775
30 C -4.60928 1.29601 -0.52920
31 C -5.54270 2.12234 -0.06577
32 C -5.28404 3.57848 0.06896
33 O -6.13282 4.33074 0.49246
34 C -3.94458 4.07571 -0.33468
35 C -3.01161 3.24861 -0.79794
36 C -3.27071 1.79387 -0.93264
37 O -2.42120 1.03946 -1.35585
38 H -4.77752 0.23160 -0.63482
39 H -6.52509 1.77974 0.23299
40 H -3.77658 5.13982 -0.22933
41 H -2.02899 3.59084 -1.09663

Cartesian forces, eV/Å:
0.33 0.03 0.08
-0.44 -0.06 0.36
-0.28 0.42 0.85
0.56 0.89 0.30
0.62 -0.28 0.03
-0.72 0.25 -0.09
0.19 0.25 -0.70
-0.76 -0.02 0.76
0.97 -0.56 -0.07
0.80 -1.08 -1.06
-0.82 0.33 1.03
1.25 0.19 -1.00
-1.69 -0.55 0.41
0.45 -0.42 0.42
0.05 1.05 1.03
-0.38 -0.92 -0.93
0.42 -0.01 -1.43
-0.21 -0.03 0.06
0.19 -0.17 0.00
0.40 -0.35 -0.24
0.17 -0.13 -0.16
-0.02 -0.12 0.21
-0.20 0.08 0.02
-0.26 0.02 -0.22
-0.18 0.40 0.14
-0.63 0.09 0.53
-0.68 0.73 0.11
0.47 -0.28 -0.24
0.45 0.10 -0.12
-0.05 0.00 0.02
0.02 -0.06 -0.01
-0.01 0.01 0.00
-0.02 0.02 0.01
0.06 -0.01 -0.02
-0.02 0.05 0.03
0.02 0.02 -0.02
-0.04 0.09 -0.09
0.03 0.00 -0.02
-0.01 0.04 0.01
-0.04 0.01 0.01
0.01 -0.04 -0.01

The spin multiplicity is 1. The orbital gap is 7.08 eV. The SMILES is C=CC[C@@]1(B(O)OCC)CCC(=O)O1.O=C1C=CC(=O)C=C1. As for the lowest unoccupied orbital energy: -1.76 eV. The net charge is 0.

Calculated atomic charges, method Löwdin, unit e: number 1, C, carries -0.0061; number 2, C, carries -0.1548; number 3, C, carries -0.0856; number 4, C, carries -0.2498; number 5, B, carries -0.5883; number 6, O, carries 0.1905; number 7, O, carries 0.0780; number 8, C, carries -0.1984; number 9, C, carries -0.0621; number 10, C, carries -0.0632; number 11, C, carries -0.0377; number 12, C, carries -0.4555; number 13, O, carries 0.1164; number 14, O, carries 0.0449; number 15, H, carries 0.0578; number 16, H, carries 0.0634; number 17, H, carries 0.1020; number 18, H, carries 0.1203; number 19, H, carries 0.1227; number 20, H, carries 0.1107; number 21, H, carries 0.1146; number 22, H, carries 0.1174; number 23, H, carries 0.0588; number 24, H, carries 0.0777; number 25, H, carries 0.0648; number 26, H, carries 0.1011; number 27, H, carries 0.1016; number 28, H, carries 0.1224; number 29, H, carries 0.1197; number 30, C, carries 0.0203; number 31, C, carries 0.0225; number 32, C, carries -0.3862; number 33, O, carries 0.1120; number 34, C, carries 0.0225; number 35, C, carries 0.0225; number 36, C, carries -0.3776; number 37, O, carries 0.0915; number 38, H, carries 0.1217; number 39, H, carries 0.1228; number 40, H, carries 0.1229; number 41, H, carries 0.1218

# 3
# C15H19Cl3MoN4OSe

A molecular structure, C15H19Cl3MoN4OSe (wB97M-V/def2-TZVPD, the OMol25 dataset).

Positions of all 44 atoms, in Å:
1 Mo 0.23160 0.41970 -0.39925
2 C 2.93709 0.27579 0.74012
3 N 2.36218 -0.06866 -0.60174
4 C 3.09538 0.63064 -1.68291
5 C 2.41730 -1.54482 -0.80986
6 C 1.41819 -2.17624 0.11736
7 C 1.51678 -3.47738 0.57011
8 C 0.52692 -3.98599 1.40638
9 C -0.56058 -3.20856 1.79242
10 C -0.67549 -1.90843 1.33419
11 C 0.31558 -1.38249 0.49293
12 H 3.43636 -0.58534 1.18057
13 H 2.16210 0.57827 1.45098
14 H 3.64748 1.09386 0.64502
15 H 4.14906 0.34471 -1.67306
16 H 3.01964 1.70743 -1.54174
17 H 2.65992 0.36430 -2.64394
18 H 3.43549 -1.90614 -0.64656
19 H 2.14935 -1.74724 -1.84920
20 H 2.35700 -4.09819 0.28494
21 H 0.60941 -5.00326 1.76570
22 H -1.31514 -3.62390 2.44617
23 H -1.52422 -1.30308 1.62418
24 C -5.04884 1.94957 -0.49033
25 N -3.85521 1.55980 0.26365
26 C -3.99386 1.50358 1.71808
27 C -2.74929 1.25105 -0.34728
28 O -1.69471 0.87719 0.25383
29 H -5.84614 1.23332 -0.29954
30 H -4.82827 1.96906 -1.55438
31 H -5.37173 2.93813 -0.16911
32 H -4.31796 2.47772 2.08081
33 H -3.04518 1.23897 2.17120
34 H -4.74897 0.76241 1.97631
35 H -2.76511 1.31922 -1.43618
36 Cl 2.53393 4.79285 2.24204
37 C 1.48157 4.92091 0.83733
38 Cl 2.32534 5.59448 -0.55189
39 Cl 0.00958 5.80750 1.20154
40 C 1.09494 3.54164 0.47353
41 N 0.80408 2.47422 0.18095
42 Se -1.34531 -0.46980 -4.82921
43 C -0.75116 -0.15847 -3.27535
44 N -0.32718 0.06254 -2.16485

Cartesian forces, eV/Å:
-0.13 0.33 0.07
0.06 0.01 0.01
0.00 -0.01 0.06
-0.01 -0.03 -0.04
-0.04 -0.02 0.02
0.00 0.04 -0.01
0.00 0.00 0.03
0.01 0.00 -0.01
0.01 -0.01 0.00
0.01 0.03 0.01
0.03 -0.13 -0.02
0.05 0.00 -0.05
0.00 -0.02 0.00
-0.02 0.01 -0.03
0.00 0.00 0.00
0.00 0.00 0.01
0.00 0.00 0.00
0.00 -0.01 0.00
0.01 0.02 -0.01
0.00 0.00 0.00
0.00 0.00 0.00
0.00 0.00 0.00
-0.01 -0.01 0.00
-0.01 0.01 0.00
-0.01 -0.02 -0.01
-0.01 0.01 0.01
0.00 -0.09 -0.03
-0.04 0.17 0.00
0.00 0.00 0.00
0.00 0.00 0.00
0.00 0.00 0.00
0.00 0.00 -0.01
0.00 0.00 -0.01
0.00 0.00 0.00
0.00 0.00 0.00
0.00 0.00 0.01
0.03 -0.06 -0.01
0.00 0.00 0.00
-0.02 0.01 0.00
-0.04 0.06 -0.03
0.00 -0.26 0.06
0.00 0.00 0.00
0.00 -0.02 0.01
0.10 0.02 -0.05

The spin multiplicity is 3. The orbital gap (alpha / beta) is 6.35 / 7.56 eV. The calculation puts the energy above the lowest of the compared OMol25 structures with the same formula, charge and spin at 40.3 kJ/mol. As for the lowest unoccupied orbital energy (alpha / beta): -7.79 / -7.18 eV. The net charge is +2.

Calculated atomic charges, method Löwdin, unit e: number 1, Mo, carries 1.6179; number 2, C, carries -0.0493; number 3, N, carries -0.3995; number 4, C, carries -0.0554; number 5, C, carries -0.1394; number 6, C, carries -0.2318; number 7, C, carries -0.0019; number 8, C, carries -0.0130; number 9, C, carries -0.0439; number 10, C, carries -0.0711; number 11, C, carries -0.2504; number 12, H, carries 0.1110; number 13, H, carries 0.0705; number 14, H, carries 0.0992; number 15, H, carries 0.1126; number 16, H, carries 0.0815; number 17, H, carries 0.0923; number 18, H, carries 0.1452; number 19, H, carries 0.1368; number 20, H, carries 0.1314; number 21, H, carries 0.1263; number 22, H, carries 0.1213; number 23, H, carries 0.0942; number 24, C, carries 0.0079; number 25, N, carries -0.1438; number 26, C, carries 0.0157; number 27, C, carries -0.2323; number 28, O, carries -0.2155; number 29, H, carries 0.1103; number 30, H, carries 0.0995; number 31, H, carries 0.1083; number 32, H, carries 0.1095; number 33, H, carries 0.0886; number 34, H, carries 0.1123; number 35, H, carries 0.1459; number 36, Cl, carries 0.6928; number 37, C, carries -1.6331; number 38, Cl, carries 0.6938; number 39, Cl, carries 0.6932; number 40, C, carries -0.2835; number 41, N, carries 0.1235; number 42, Se, carries 0.8921; number 43, C, carries -0.8945; number 44, N, carries -0.1756